ORCA calculation (the ωB97M-V functional and the def2-TZVPD basis) on a 21-piece molecular cluster, C126H105F21 overall.

Last column: Mulliken charge in e.
Atoms and positions in Å:
F -2.816 -2.068 -7.117  -0.3406
F -6.519 -4.043 -0.005  -0.3603
F 10.803 4.111 0.387  -0.3397
F -3.290 8.488 6.620  -0.4097
F 0.265 -2.545 4.803  -0.1834
F -2.846 -3.809 -4.109  -0.1663
F -5.642 1.558 -4.351  -0.4327
F -9.051 1.621 -0.476  -0.3883
F 4.199 0.937 -2.344  -0.1367
F 3.611 -2.372 -5.719  -0.3883
F -3.796 3.802 2.538  0.1159
F -2.736 -9.714 -0.932  -0.3561
F 0.106 -3.923 -3.281  -0.1715
F -1.614 7.097 0.377  -0.1765
F 6.897 0.004 2.292  -0.5006
F 1.153 3.546 -6.057  -0.3544
F 5.307 -3.013 -0.020  -0.3301
F -2.165 -1.541 0.937  -0.4888
F 0.812 3.836 5.014  -0.3291
F -4.018 -2.322 5.985  -0.3127
F 2.262 4.034 -0.844  0.0010
C 7.537 2.520 0.279  -0.1726
C -1.415 4.934 -0.538  -0.5570
C -1.242 2.712 4.437  -0.0372
C 5.869 -0.415 -5.229  -0.4925
C -0.352 -1.437 -0.497  -0.5210
C -1.834 1.074 -2.889  -0.6950
C -1.868 -6.476 0.460  -0.6948
C 3.767 -1.928 5.707  -0.3048
C 3.524 -3.751 -3.811  0.9824
C -7.096 2.903 -0.514  -1.1203
C -5.750 3.012 -0.157  -0.6851
C 4.617 1.915 4.259  -0.9105
C 1.509 -2.625 5.472  -0.0704
C 2.528 3.531 -5.946  0.6112
C -0.942 -1.469 -5.886  0.0696
C 3.313 3.022 -6.982  -0.5574
C 4.262 -3.457 0.753  -0.4619
C -2.468 -5.763 7.417  -0.4327
C 4.667 3.090 -6.836  -0.5185
C -4.034 -3.221 -3.775  -0.1534
C -1.991 -5.276 6.203  -0.6490
C 4.984 4.988 1.349  -0.2101
C -6.525 -2.083 -3.277  -0.9730
C -1.957 1.529 4.461  -0.2462
C -0.092 6.042 -2.724  -0.7392
C -0.015 2.708 5.052  0.1876
C 3.384 0.664 2.567  -0.9591
C 9.366 3.808 -1.466  -0.2742
C 8.705 3.050 0.787  -0.5044
C -2.685 8.394 4.333  -0.3704
C -0.444 0.644 -7.659  -0.0708
C 5.708 0.533 2.721  -0.3736
C 4.559 0.127 2.095  0.0421
C -3.272 1.636 -4.724  -1.2401
C 2.296 -4.257 2.361  -0.4865
C -0.668 6.553 5.130  -0.4596
C 5.791 1.357 3.816  -0.9490
C 6.610 -1.606 -3.262  -0.4546
C -0.838 6.965 3.796  -0.1368
C 0.195 -0.672 -5.711  -0.9560
C 9.586 3.680 -0.101  0.1797
C 0.238 -5.198 -3.838  0.6362
C 4.982 -5.677 -5.257  -0.5731
C -6.835 -3.344 1.115  0.4001
C 2.978 4.399 0.269  0.2950
C 0.422 -7.621 -4.979  -0.6858
C 2.217 4.667 1.391  -0.1989
C -5.143 1.991 0.564  -0.5427
C 0.477 1.625 5.758  -0.8180
C -7.476 -2.189 3.496  -0.6215
C 0.733 -6.497 -5.734  -0.6304
C -1.146 -0.832 0.424  0.6235
C -8.480 -2.398 2.534  -0.4508
C 3.851 -4.962 -3.222  -0.8064
C -5.461 5.493 2.312  -0.2856
C 1.946 -3.774 1.101  -1.0929
C 4.261 5.167 2.520  -1.0082
C 5.806 -0.819 -2.469  -0.3957
C -4.350 1.372 -3.905  -0.1807
C 2.964 -3.376 0.249  0.8814
C 2.870 5.046 2.544  -0.2199
C -3.375 -6.222 -1.401  -0.3126
C -0.389 4.668 -2.659  -0.9724
C 3.615 -4.398 2.819  -0.9133
C -2.625 -5.697 -0.386  -0.3745
C -2.512 -4.071 5.763  0.0271
C -1.999 1.462 -4.233  0.1345
C -6.197 6.505 2.849  -0.8489
C -5.860 -3.284 2.124  -0.4273
C 0.649 -5.256 -5.152  -0.5153
C 3.050 4.057 -4.796  -0.2364
C -3.996 -3.959 7.764  -0.6388
C 1.634 -3.610 6.450  -0.6002
C 8.210 3.268 -1.994  -0.9981
C -1.513 0.406 5.167  -1.2812
C -1.560 -0.174 -7.864  -0.9487
C -1.720 -1.194 -6.965  0.4223
C 4.601 -3.903 2.013  -0.3018
C -5.998 6.731 4.228  -0.6236
C 3.915 -2.896 6.666  -0.6978
C 4.552 -5.919 -3.947  -0.6579
C -4.325 -2.759 -2.483  0.2102
C -5.807 0.814 0.915  -0.2395
C -4.932 -3.089 -4.781  -0.3109
C 4.607 -4.501 -5.878  -0.7154
C 4.386 4.574 0.158  -0.9864
C -1.842 -7.850 0.253  -0.4685
C 5.217 3.655 -5.688  -0.5612
C 0.398 0.334 -6.619  -0.7616
C 3.906 -3.549 -5.111  0.0917
C -0.520 6.870 -1.687  -0.6060
C -1.813 7.867 3.390  -0.6642
C -0.903 0.434 0.883  -0.2808
C -8.158 -2.951 1.333  -0.5812
C -2.653 -8.380 -0.693  0.2814
C 5.014 0.136 -3.111  0.2934
C -1.207 6.304 -0.650  -0.0745
C -6.188 -2.677 3.325  -0.1646
C -7.726 1.754 -0.098  0.5563
C -0.052 -6.298 -3.069  -0.3284
C -3.407 -5.120 8.237  -0.4520
C 2.533 -1.790 5.048  0.6514
C -4.567 4.823 3.151  0.6287
C 2.855 -3.729 7.086  -0.5072
C 6.706 -1.384 -4.631  -0.8251
C -6.172 -2.554 -4.542  -0.6893
C -2.485 7.991 5.660  0.1478
C 0.149 1.149 0.361  0.2806
C 4.412 4.148 -4.680  -0.3778
C -3.455 -7.597 -1.543  -0.3789
C 0.964 0.557 -0.592  -0.9609
C -3.485 -3.477 6.539  0.2794
C -5.561 -2.179 -2.291  -0.8917
C -7.172 0.712 0.615  -0.3556
C 0.733 -0.745 -0.987  0.1618
C 3.443 1.582 3.620  0.5591
C -4.225 1.010 -2.550  -0.2915
C -5.117 6.056 5.067  -0.6524
C 0.062 -7.532 -3.653  -0.5691
C -0.992 4.112 -1.573  -0.0760
C -4.362 5.057 4.487  -0.2043
C -0.283 0.502 5.827  -0.2439
C -1.513 7.126 6.078  -0.5579
C 5.015 0.332 -4.473  -0.2092
C 7.311 2.674 -1.088  -0.7351
C -2.949 0.871 -2.054  0.8626
H -6.618 7.487 4.701  0.3434
H -4.911 -3.806 2.044  0.5865
H -2.142 -6.758 7.708  0.3446
H -1.207 -8.536 0.772  0.4736
H -3.614 4.482 5.023  0.3395
H 10.099 4.317 -2.080  0.4312
H 0.535 -8.628 -5.362  0.3437
H -0.631 -2.450 -0.796  0.4815
H -5.095 0.801 -1.922  0.6896
H -3.657 -5.522 9.211  0.4019
H 4.671 2.595 5.095  0.5313
H 6.875 1.976 0.940  0.4004
H -2.602 -4.622 -0.200  0.4992
H 2.319 5.263 3.440  0.4462
H -3.554 -2.810 -1.727  0.9741
H -0.246 1.444 -8.368  0.4447
H -0.084 4.037 -3.476  0.6328
H -2.082 -0.512 5.194  0.6802
H -0.166 6.567 3.040  0.3878
H 0.805 -4.268 6.670  0.3655
H -6.893 -2.537 -5.348  0.3692
H 4.745 -6.869 -3.471  0.4197
H 4.759 5.448 3.440  0.4332
H -1.183 1.727 -4.909  0.6483
H -1.311 -6.083 1.288  0.5929
H -9.497 -2.079 2.742  0.3873
H -6.932 7.048 2.264  0.4811
H 3.538 -5.122 -2.196  0.6177
H -4.087 -8.038 -2.313  0.4242
H -3.390 9.173 4.064  0.4910
H 0.979 -6.521 -6.784  0.4456
H -2.946 1.511 4.002  0.5667
H 2.379 4.406 -4.017  0.2832
H 1.139 4.549 1.326  0.5195
H -5.501 -2.681 4.177  0.3557
H 0.457 6.461 -3.565  0.4895
H -2.787 0.595 -1.017  -0.1420
H 4.929 4.391 -0.768  0.5552
H -4.643 -3.404 -5.776  0.4901
H -1.614 3.635 4.015  0.4327
H -0.113 -8.427 -3.080  0.4927
H 2.429 0.422 2.123  1.0245
H 5.328 2.683 -7.599  0.4307
H 2.362 -0.974 4.362  0.3166
H -5.585 5.226 1.276  0.2957
H -5.799 -1.773 -1.322  0.6723
H -5.169 3.894 -0.413  0.7638
H 5.648 -3.973 2.292  0.4783
H -4.667 -3.328 8.333  0.4143
H -1.183 -2.261 -5.171  0.5131
H -7.775 -0.149 0.876  0.3165
H 6.458 2.180 -1.507  0.9458
H 5.734 -0.874 -1.392  0.5250
H 6.304 3.733 -5.611  0.3664
H -1.114 3.037 -1.522  0.2943
H -7.598 3.596 -1.169  0.5032
H 2.824 -2.941 -0.724  0.7565
H 0.097 5.870 5.459  0.6533
H -1.788 8.198 2.359  0.4955
H -0.819 1.021 -2.511  0.1694
H -3.504 1.924 -5.741  0.4785
H 4.823 4.588 -3.770  0.4607
H 3.823 -4.901 3.768  0.3914
H 0.818 -0.840 -4.842  0.8884
H 4.876 -3.071 7.131  0.3815
H -1.528 6.862 7.131  0.4054
H 7.939 3.282 -3.049  0.4844
H -0.406 7.954 -1.728  0.4626
H 5.543 -6.494 -5.682  0.4028
H 3.098 -2.868 -3.336  0.0984
H -3.947 -5.514 -1.989  0.2869
H -7.485 -1.636 -3.063  0.5164
H 1.410 -1.271 -1.646  0.0770
H 7.266 -2.311 -2.760  0.4592
H -2.225 -3.599 4.828  0.5420
H -0.378 -6.154 -2.051  0.4808
H 0.107 -0.335 6.395  0.5808
H -7.764 -1.692 4.414  0.4177
H -1.919 4.611 0.366  1.1296
H 4.571 -0.551 1.256  0.8198
H 4.928 -4.280 -6.890  0.5102
H 7.402 -1.950 -5.257  0.4016
H -1.652 0.883 1.525  0.4734
H -4.915 6.340 6.088  0.5262
H 0.867 -4.351 -5.714  0.5178
H -1.278 -5.840 5.610  0.4800
H 4.310 1.044 -4.872  0.4186
H -2.292 -0.013 -8.666  0.4551
H 2.841 2.617 -7.869  0.4482
H 1.483 -4.613 2.972  0.5474
H 6.057 5.112 1.392  0.4453
H 6.776 1.537 4.223  0.5723
H 0.280 2.175 0.663  0.1507
H 1.847 1.066 -0.942  0.0644
H 3.008 -4.513 7.813  0.3981
H -5.344 0.017 1.484  0.5962
H 2.525 2.070 3.933  0.2159
H -8.856 -3.188 0.538  0.4414
H 5.929 -0.279 -6.306  0.4288
H 9.078 2.938 1.810  0.4700
H -4.144 2.168 0.932  0.5900
H 1.300 0.920 -6.540  0.2756
H 1.475 1.759 6.176  0.4609
H 4.548 -1.228 5.366  0.2351
H 0.919 -3.715 0.782  0.5962

Output
Lowest unoccupied orbital energy ... 0.36 eV
Energy relative to the best compared isomer or geometry (same formula, charge and spin) ... 0.000 eV
E_HOMO ... -8.675 eV
Total charge ... 0